# 1
ORCA calculation (ωB97M-V/def2-TZVPD) on a structure of composition C24H20F6IO3P2STi.

The geometry in XYZ format:
```
58
Properties=species:S:1:pos:R:3:lowdin_charge:R:1
I 2.13830 2.05677 -1.84449 0.3935
Ti 0.34205 0.02583 0.53408 0.8850
S -1.74551 1.53928 0.02620 0.5615
P -0.68041 1.24497 2.90699 1.1750
P 2.54001 -1.78522 1.69239 0.8785
F 1.90921 -3.13853 2.25393 -0.2270
F 0.06400 -1.42591 1.49947 -0.3602
F 3.95161 -2.09712 2.39373 -0.2415
F 1.77214 0.78468 1.19347 -0.3949
F 2.08399 -0.94446 2.98919 -0.2599
F 1.23997 -0.76049 -0.70164 -0.3762
O -2.51925 1.52337 -1.17146 -0.2329
O -1.69602 0.23608 0.79186 -0.4258
O -0.25868 1.72851 -0.19944 -0.5459
C 0.79193 2.02388 3.60317 -0.3206
C -1.85488 2.49625 2.51554 -0.3717
C -1.23587 -2.64637 -0.93847 -0.1015
C 1.40290 1.69340 4.81332 -0.0680
C -2.83314 -0.07281 3.97996 -0.0619
C -1.32612 -2.02212 5.26235 -0.0598
C 0.51252 -2.75173 -2.58432 -0.0948
C -3.33284 4.78230 1.73319 -0.0875
C -2.92199 4.59329 3.08830 -0.0959
C -2.99574 3.85070 0.78249 -0.0769
C -2.18223 3.50762 3.45917 -0.1027
C -0.68418 -1.00102 4.58601 -0.0822
C -0.12510 -3.28485 -1.47318 -0.0938
C -3.46451 -1.09019 4.67055 -0.0622
C -2.27450 2.71774 1.14821 -0.3236
C 0.06824 -1.55941 -3.13932 -0.0978
C -1.03384 -0.91132 -2.59939 -0.0991
C -1.70553 -1.47180 -1.51661 -0.1255
C 2.58969 2.31044 5.16571 -0.0657
C 3.19223 3.22237 4.30986 -0.0561
C 2.57430 3.57743 3.11584 -0.0523
C -1.43739 -0.00416 3.95677 -0.3050
C 1.37064 2.99685 2.77544 -0.0859
C -2.71291 -2.07049 5.30697 -0.0601
H -4.54476 -1.13151 4.70251 0.1094
H -1.84921 3.38590 4.48325 0.1101
H 3.05789 2.07087 6.11095 0.1089
H -2.61920 -1.01758 -1.16502 0.0964
H -3.19180 5.33778 3.82472 0.0971
H 1.37010 -3.25682 -3.00823 0.1046
H 0.88944 3.25324 1.83853 0.1111
H -1.75308 -3.07777 -0.09116 0.1118
H -3.41306 0.67418 3.45325 0.1124
H -3.27272 3.96561 -0.25740 0.1165
H 0.39317 -0.98974 4.52165 0.0869
H -3.89090 5.66560 1.46175 0.0962
H 0.58528 -1.12968 -3.98707 0.1053
H -3.21055 -2.88039 5.82295 0.1084
H -0.74283 -2.79562 5.74249 0.1112
H 4.15028 3.65202 4.56767 0.1086
H 0.23465 -4.20239 -1.02586 0.1062
H 3.04263 4.28388 2.44453 0.1135
H 0.95353 0.96869 5.47781 0.1013
H -1.39812 0.01354 -3.02700 0.1054
```

HOMO energy (alpha / beta)   -5.408 / -9.193 eV
Spin multiplicity   4
Expectation value of S²   3.77
Charge   0

# 2
ORCA calculation (ωB97M-V/def2-TZVPD) on a structure of composition C2H7B2IO3V.

The geometry in XYZ format:
```
16
Properties=species:S:1:pos:R:3:lowdin_charge:R:1
I -5.07162 -0.21055 -0.40816 0.9229
V 4.60561 -0.46684 -0.29350 1.3389
O -1.66466 1.86567 -0.44067 0.1266
O 3.87844 -1.75116 -0.98152 -0.2611
O 6.00534 0.25431 0.05509 -0.2537
C -0.59476 -0.47785 -0.32928 -0.1583
C 0.73521 0.11399 0.15493 -0.1268
B -1.80900 0.54570 -0.11148 -0.5136
B -3.21799 -0.13328 0.56306 -0.6064
H 1.42277 -0.73393 0.33556 0.0507
H -3.12996 -0.61949 1.64621 -0.0041
H -0.79104 -1.35720 0.28812 0.0978
H -1.62896 2.42214 0.34188 0.1183
H 1.20429 0.77220 -0.57645 0.0692
H -0.54937 -0.83006 -1.36180 0.1174
H 0.60569 0.60634 1.11798 0.0822
```

HOMO energy   -11.389 eV
Charge   +1

# 3
ORCA calculation (ωB97M-V/def2-TZVPD) on the molecule C4H4N2OS.

The geometry in XYZ format:
```
12
Properties=species:S:1:pos:R:3:lowdin_charge:R:1
S 3.25649 1.21372 -0.00449 0.8821
O -1.68887 -1.42180 0.00189 -0.0164
N 1.83103 -1.12854 -0.00013 0.0784
N -0.28296 0.41089 -0.00638 0.0023
C 0.66038 -1.68762 -0.00435 0.1004
C 2.28709 0.00871 0.00939 -0.6939
C -1.32249 1.36928 0.01451 -0.1366
C -0.58137 -0.89054 0.00165 -0.5975
H -0.91230 2.30134 0.40812 0.0697
H -2.17595 1.03793 0.61422 0.0820
H 0.61684 -2.76584 -0.02963 0.1376
H -1.68789 1.55248 -1.00478 0.0919
```

HOMO energy (alpha / beta)   -8.313 / -8.303 eV
Charge   0

no.,largest force on an atom (eV/Å)
1,3.417
2,3.644
3,2.084